Density functional theory data (ωB97M-V with the def2-TZVPD basis set) for a cluster of 7 separate species, C12H36ClIO13P2 in total.

CARTESIAN COORDINATES (ANGSTROEM)
I: -2.05 1.88 -3.65
Cl: 1.74 -3.25 -4.14
P: 0.67 -2.08 -0.86
P: 2.44 -2.38 -2.33
O: 0.28 -2.77 2.54
O: 0.35 0.35 3.59
O: 1.39 -0.67 -0.11
O: -3.33 -0.92 3.09
O: 1.61 1.01 6.51
O: 0.36 -4.79 -1.35
O: -0.18 -1.03 -1.92
O: -1.21 -3.50 -2.28
O: -4.79 3.37 -0.69
O: 3.29 -3.61 -1.61
O: 3.65 2.08 8.51
O: -0.46 -1.78 1.80
O: 2.19 -5.20 0.86
C: 1.82 2.16 -2.50
C: 1.12 3.45 -2.99
C: -0.72 -2.33 0.47
C: -1.38 1.11 -1.72
C: -0.03 0.36 -1.74
C: 0.92 0.44 -4.16
C: 0.56 0.42 -0.28
C: 1.15 0.78 -2.67
C: -2.86 0.54 0.32
C: 0.28 4.14 -1.87
C: -2.55 0.25 -1.18
C: -0.17 -3.66 -1.61
H: -2.14 1.23 0.76
H: 1.81 -0.01 -4.60
H: 1.06 0.50 5.89
H: -0.75 4.33 -2.17
H: 0.60 1.31 -4.75
H: 4.21 1.38 8.85
H: 0.99 1.38 0.03
H: 1.52 -2.82 0.05
H: 2.93 1.61 8.07
H: -5.66 3.38 -0.29
H: 2.74 2.08 -3.09
H: -0.88 -3.40 0.63
H: 1.93 4.16 -3.22
H: -4.24 3.90 -0.09
H: 0.02 -0.34 2.99
H: 0.76 5.09 -1.59
H: -0.33 0.34 0.37
H: -1.68 -1.90 0.21
H: -0.45 0.84 3.82
H: 0.90 -2.25 3.05
H: 2.18 -5.95 1.46
H: 0.12 -0.30 -4.25
H: -2.40 -0.80 -1.39
H: -3.84 1.02 0.41
H: 0.33 3.53 -0.98
H: 2.16 2.35 -1.48
H: 1.87 1.78 6.00
H: -2.71 -1.62 3.31
H: -1.28 1.95 -1.03
H: 1.37 -5.28 0.33
H: -3.46 0.53 -1.71
H: -2.92 -0.37 0.89
H: 1.94 0.09 -2.39
H: 0.56 3.32 -3.91
H: -4.09 -1.37 2.74
H: 2.71 -4.08 -0.98

Results
- Kohn-Sham gap: 0.1354 Ha
- Total charge: -2

Results of the Mulliken charge analysis, in e, for atoms 1 through 4:
1 I -0.1554
2 Cl -0.3576
3 P 0.9855
4 P 0.0333



Density functional theory data (ωB97M-V with the def2-TZVPD basis set) for a structure of composition C12H36CoFO20P4S.

CARTESIAN COORDINATES (ANGSTROEM)
Co: -4.60 2.76 11.15
S: -4.68 5.41 9.61
P: -8.21 2.77 12.10
P: -3.22 4.36 14.03
P: -4.63 -0.88 11.86
P: -1.07 2.39 10.83
F: -5.57 2.29 9.43
O: -8.70 1.94 13.34
O: -2.58 3.62 15.39
O: -0.15 3.52 10.13
O: -1.92 5.09 13.33
O: -0.59 0.96 10.15
O: -2.54 2.64 10.77
O: -9.08 4.18 12.14
O: -3.88 -1.77 10.81
O: -6.74 2.98 12.01
O: -4.13 5.59 14.68
O: -4.70 4.67 10.86
O: -6.09 -1.57 11.97
O: -3.95 3.37 13.16
O: -3.96 -1.32 13.30
O: -3.82 4.64 8.76
O: -4.42 0.61 11.64
O: -0.43 2.55 12.30
O: -4.13 6.68 9.81
O: -5.97 5.44 8.97
O: -8.83 2.00 10.71
C: -4.34 -2.20 9.51
C: -0.37 4.07 8.85
C: -5.18 6.16 13.89
C: -3.08 -0.40 13.97
C: -7.01 -1.69 13.04
C: -10.16 1.62 13.53
C: -2.03 5.83 12.13
C: -1.44 0.35 9.24
C: -8.80 5.14 11.11
C: -8.45 0.69 10.46
C: -1.73 4.39 16.21
C: 0.86 3.01 12.61
H: -7.43 0.40 10.68
H: -1.39 6.67 12.41
H: 0.80 4.05 12.95
H: -1.30 3.58 8.56
H: -4.23 -3.28 9.45
H: -10.87 2.43 13.33
H: -1.25 3.79 16.98
H: -9.48 5.01 10.26
H: -8.97 0.08 11.20
H: -3.09 6.08 12.09
H: 1.50 3.01 11.72
H: -1.05 4.97 15.58
H: -10.24 0.77 12.86
H: -2.36 5.07 16.78
H: -5.00 7.23 13.78
H: -2.20 -0.32 9.64
H: -2.95 0.63 13.62
H: -3.70 -1.82 8.72
H: 1.40 2.33 13.26
H: -7.04 -0.81 13.67
H: -5.17 5.65 12.92
H: -6.68 -2.46 13.74
H: -7.76 4.94 10.83
H: -0.83 -0.23 8.54
H: -2.05 -0.75 14.04
H: -1.92 1.05 8.56
H: -8.87 6.09 11.62
H: -3.38 -0.42 15.02
H: -6.17 5.96 14.29
H: -8.64 0.34 9.44
H: -10.09 1.28 14.56
H: -0.54 5.14 8.80
H: -1.66 5.45 11.18
H: -7.97 -2.11 12.74
H: 0.41 3.71 8.18
H: -5.32 -1.84 9.20

Results
- Relative energy (zero: lowest compared OMol25 entry of this formula, charge and spin): 3.5390 eV
- Kohn-Sham gap (spin up / spin down): 0.1780 / 0.1777 Ha
- Multiplicity: 4
- Total charge: -1

Results of the Mulliken charge analysis, in e, for atoms 1 through 4:
1 Co 1.8777
2 S 1.5466
3 P 0.2371
4 P 0.4376



Calculated strongest force on any atom (eV Å⁻¹), listed in the same order as above: 2.79; 5.77